The following is a quantum chemistry calculation of a cluster of 2 separate species, C5H13N2O in total, from the OMol25 dataset.

The calculation puts the energy above the lowest of the compared OMol25 structures with the same formula, charge and spin at 28.90 kcal per mole. Its total charge is -1.

The geometry in XYZ format:
```
21
Properties=species:S:1:pos:R:3:forces:R:3:mulliken_charge:R:1
C -2.739 -1.275 0.820 0.083 -0.082 0.082 -0.962
C -1.796 -1.031 1.993 0.151 0.847 -0.138 -0.280
C -1.120 1.156 1.579 -0.858 -0.157 0.027 -0.082
N -1.800 0.418 2.370 0.200 -0.462 -0.414 -0.642
H -2.662 -2.309 0.476 -0.073 -0.038 0.078 0.265
H -3.782 -1.056 1.073 0.077 0.028 -0.002 0.346
H -2.412 -0.650 -0.007 -0.025 0.056 -0.103 0.232
H -0.788 -1.284 1.662 0.036 -0.244 0.014 0.243
H -2.090 -1.619 2.865 0.054 0.034 0.023 0.355
H -0.590 0.778 0.655 0.041 0.007 0.547 0.199
H -1.215 2.225 1.794 0.356 0.054 -0.027 0.300
C 1.567 -0.096 -0.649 -0.611 -0.112 0.014 -0.667
O 0.245 -0.370 -0.490 0.105 -0.048 -0.091 -0.771
C 1.828 0.745 -1.906 0.221 -0.038 -0.099 -0.283
N 3.247 1.125 -2.047 0.182 -0.070 0.055 -0.596
H 2.018 0.440 0.219 0.114 0.106 -0.023 0.235
H 2.179 -1.027 -0.767 0.205 0.022 0.014 0.239
H 1.458 0.151 -2.753 -0.051 0.113 -0.041 0.171
H 1.233 1.659 -1.853 -0.034 -0.009 0.075 0.300
H 3.808 0.290 -2.190 -0.055 0.093 0.028 0.202
H 3.410 1.729 -2.845 -0.118 -0.100 -0.019 0.194
```
Positions in Å, forces in eV/Å.

=====

The following is a quantum chemistry calculation of a cluster of 2 separate species, C5H13N2O in total, from the OMol25 dataset.

The calculation puts the energy above the lowest of the compared OMol25 structures with the same formula, charge and spin at 31.84 kcal per mole. Its total charge is +1.

The geometry in XYZ format:
```
21
Properties=species:S:1:pos:R:3:forces:R:3:mulliken_charge:R:1
C -0.871 1.165 1.798 0.364 -0.694 -0.175 0.061
N -1.152 -0.196 1.736 -0.230 0.207 0.427 -0.355
C -2.477 -0.611 1.247 0.163 -0.150 -0.383 -0.803
O -1.343 1.948 1.017 -0.119 0.307 -0.210 -0.500
H -0.078 1.416 2.518 -0.125 0.095 0.103 0.385
H -0.830 -0.711 2.546 0.012 -0.002 -0.015 0.235
H -3.284 -0.269 1.882 -0.092 0.162 0.194 0.348
H -2.514 -1.694 1.186 0.072 -0.088 0.057 0.350
H -2.651 -0.213 0.248 0.010 0.078 0.062 0.267
C 2.044 -1.239 -1.276 -0.145 0.011 -0.050 -1.236
C 1.415 0.110 -1.219 -0.089 -0.195 0.087 0.823
C 1.976 1.286 -1.375 -0.230 0.320 0.027 -1.000
N -0.044 0.063 -0.946 -0.078 -0.082 -0.136 -0.267
H 3.116 -1.143 -1.162 0.162 -0.038 -0.035 0.390
H 1.671 -1.884 -0.482 0.018 -0.064 0.119 0.363
H 1.838 -1.735 -2.226 -0.003 0.006 -0.016 0.305
H 1.390 2.197 -1.324 0.135 0.029 -0.009 0.275
H 3.032 1.365 -1.566 0.147 0.037 -0.012 0.297
H -0.514 -0.526 -1.638 -0.021 -0.022 0.088 0.406
H -0.486 0.988 -0.971 0.080 0.044 0.063 0.375
H -0.238 -0.317 0.009 -0.033 0.041 -0.184 0.280
```
Positions in Å, forces in eV/Å.

=====

The following is a quantum chemistry calculation of the ion C5H13N2O with charge +1 in a non-equilibrium geometry, from the OMol25 dataset.

The calculation puts the energy above the lowest of the compared OMol25 structures with the same formula, charge and spin at 33.66 kcal per mole. Its SMILES is C[C@H]([NH3+])CNCC=O. Its total charge is +1.

The geometry in XYZ format:
```
21
Properties=species:S:1:pos:R:3:forces:R:3:mulliken_charge:R:1
C 0.558 2.706 -0.672 0.163 -0.641 -0.656 -1.429
C 0.949 1.230 -0.759 -0.077 -0.121 0.695 0.154
N 0.011 0.457 -1.660 0.523 0.752 -0.476 -0.177
C 0.920 0.594 0.644 0.435 -1.873 -0.038 -0.850
N 0.778 -0.897 0.643 -1.031 0.897 -0.211 -0.339
C -0.249 -1.390 1.544 -0.184 -0.746 0.842 -0.680
C -1.551 -1.761 0.905 -0.443 0.676 -0.761 0.041
O -1.790 -1.650 -0.276 0.355 0.150 0.137 -0.505
H -0.327 2.832 -0.052 0.016 0.087 0.077 0.416
H 0.341 3.076 -1.676 0.103 0.259 0.075 0.430
H 1.400 3.260 -0.266 -0.132 0.154 0.075 0.379
H 1.951 1.101 -1.165 -0.090 0.016 -0.187 0.327
H -0.101 -0.500 -1.272 -0.306 -0.166 0.062 0.302
H 0.347 0.454 -2.630 0.121 -0.360 0.343 0.371
H -0.865 0.961 -1.725 -0.627 -0.282 0.336 0.358
H 0.068 0.927 1.227 0.135 0.600 0.043 0.448
H 1.881 0.824 1.107 -0.310 0.504 0.284 0.336
H 1.633 -1.405 0.688 0.501 -0.154 0.178 0.215
H -0.070 -2.317 2.113 0.989 -0.176 -0.587 0.420
H -0.432 -0.788 2.449 -0.139 0.561 -0.438 0.402
H -2.327 -2.144 1.580 -0.003 -0.135 0.209 0.382
```
Positions in Å, forces in eV/Å.

=====

The following is a quantum chemistry calculation of the ion C5H13N2O with charge +1 in a non-equilibrium geometry, from the OMol25 dataset.

The calculation puts the energy above the lowest of the compared OMol25 structures with the same formula, charge and spin at 21.40 kcal per mole. Its SMILES is C[C@@H]([NH3+])C(=O)N(C)C. Its total charge is +1.

The geometry in XYZ format:
```
21
Properties=species:S:1:pos:R:3:forces:R:3:mulliken_charge:R:1
C 1.169 -1.143 1.253 -0.319 0.512 0.115 -1.293
C -0.115 -1.167 0.422 1.316 0.253 -1.562 -0.320
N -1.243 -1.890 1.094 0.934 0.519 -0.213 -0.169
C -0.699 0.204 0.036 -0.281 0.302 0.734 0.755
O -1.751 0.470 0.621 -0.220 0.118 -0.334 -0.708
N -0.123 0.995 -0.883 0.473 -0.113 0.982 0.016
C -0.743 2.301 -1.082 -0.291 0.565 -0.170 -0.931
C 1.276 0.816 -1.304 -0.937 0.269 -0.391 -0.975
H 1.581 -2.126 1.477 -0.445 -0.147 0.304 0.403
H 0.962 -0.532 2.135 0.276 -0.338 0.283 0.419
H 1.989 -0.655 0.734 -0.230 0.197 -0.214 0.319
H 0.090 -1.645 -0.540 -0.184 -0.516 0.198 0.391
H -1.194 -2.865 0.827 -0.409 -0.297 0.229 0.360
H -2.078 -1.363 0.783 -0.274 -0.114 0.252 0.350
H -1.157 -1.758 2.104 -0.207 -0.239 -0.011 0.361
H -1.797 2.213 -0.845 -0.134 -0.076 -0.513 0.333
H -0.541 2.672 -2.088 -0.283 -0.400 -0.087 0.310
H -0.417 3.114 -0.434 0.617 -0.363 0.444 0.359
H 1.502 -0.246 -1.356 0.236 0.119 -0.067 0.383
H 1.955 1.362 -0.651 0.104 -0.121 0.078 0.313
H 1.332 1.246 -2.302 0.257 -0.131 -0.055 0.323
```
Positions in Å, forces in eV/Å.

=====

The following is a quantum chemistry calculation of a structure of composition C5H13N2O5S2 in a non-equilibrium geometry, from the OMol25 dataset.

Its total charge is -1.

The geometry in XYZ format:
```
27
Properties=species:S:1:pos:R:3:forces:R:3:mulliken_charge:R:1
C 0.432 2.475 -0.398 0.320 0.094 0.105 -0.988
C 1.853 1.910 -0.444 -0.456 0.120 -0.144 -0.501
S 1.812 0.422 -1.421 0.113 -0.715 0.397 1.034
O 0.998 -0.469 -0.651 -0.790 -0.902 1.072 -0.696
O 1.263 0.732 -2.705 -0.051 0.664 -1.022 -0.685
N 3.275 -0.221 -1.474 -0.027 0.562 -0.150 -0.452
S 4.210 0.431 -2.575 0.507 0.253 0.393 0.864
O 4.140 1.871 -2.617 0.055 0.669 0.145 -0.598
O 4.193 -0.223 -3.840 -0.049 -0.746 -1.012 -0.607
H 0.494 3.553 -0.291 -0.171 0.227 0.097 0.345
H -0.109 2.247 -1.307 -0.115 0.020 -0.242 0.306
H -0.097 2.053 0.445 -0.241 -0.043 0.137 0.169
H 2.134 1.622 0.558 0.414 -0.166 0.158 0.342
H 2.556 2.616 -0.861 0.261 -0.030 -0.215 0.420
H 5.422 0.139 -2.066 -0.007 -0.123 0.297 0.019
C -3.077 -1.516 3.113 0.014 0.003 0.040 -1.384
C -1.962 -1.019 2.213 0.010 -0.005 -0.097 0.901
O -1.039 -0.359 2.656 -0.052 0.038 0.093 -0.630
N -2.047 -1.341 0.897 0.029 0.100 0.094 -0.067
C -3.083 -2.108 0.239 0.325 0.150 -0.134 -0.936
H -2.875 -1.182 4.126 0.075 0.044 -0.010 0.289
H -4.040 -1.112 2.796 -0.040 -0.091 -0.004 0.344
H -3.124 -2.605 3.106 -0.098 0.000 -0.024 0.362
H -1.281 -0.998 0.328 0.172 -0.005 0.018 0.212
H -2.648 -2.990 -0.233 -0.098 -0.054 -0.007 0.286
H -3.555 -1.503 -0.539 -0.095 -0.066 -0.003 0.283
H -3.843 -2.426 0.945 -0.006 0.000 0.015 0.367
```
Positions in Å, forces in eV/Å.

=====

no.,LUMO energy (eV),highest occupied orbital energy (eV)
1,4.1655,-2.868
2,-3.1166,-14.237
3,-3.0235,-13.511
4,-3.2843,-13.608
5,2.8275,-5.616